# 1
The following is a DFT calculation (ωB97M-V/def2-TZVPD) of a cluster of 10 separate species, C35H95N15O15 in total.

Cartesian coordinates (Å):
C 3.9877 -0.5977 2.1350
O 3.2683 0.2966 2.6563
N 4.2470 -0.7317 0.8517
N 4.2730 -1.6930 2.7894
H 4.7443 -1.5640 0.5685
H 4.1097 0.0418 0.2170
H 3.8516 -1.7515 3.7054
H 4.7208 -2.5307 2.4461
C 2.6930 3.7358 1.5714
O 2.1699 4.7451 1.1493
N 2.0612 2.8266 2.1521
N 3.9336 3.4618 1.5589
H 1.1240 3.0846 2.4262
H 2.5908 1.9884 2.3443
H 4.4292 4.1871 1.0604
H 4.2991 2.5966 1.9302
C 3.5871 1.5878 -1.5026
O 4.5321 1.3590 -0.8169
N 3.2436 0.8198 -2.5150
N 2.8975 2.6672 -1.3734
H 2.3512 0.9159 -2.9781
H 3.9250 0.0878 -2.6566
H 2.1875 2.9798 -2.0201
H 3.3089 3.2923 -0.6951
C -2.8721 1.1329 -2.7323
O -1.6675 1.2372 -2.9961
N -3.8752 1.8107 -3.2034
N -3.1990 0.2122 -1.8907
H -3.6625 2.6054 -3.7894
H -4.8119 1.4491 -3.0936
H -2.3924 -0.2073 -1.4507
H -4.1855 0.1246 -1.6930
C 0.0932 -0.0680 -0.1040
O -0.8116 -0.7276 -0.3692
N 0.9406 -0.2692 0.8547
N 0.4705 0.9128 -0.8705
H 0.7000 -1.0058 1.5026
H 1.5372 0.4969 1.1326
H -0.2345 1.1245 -1.5621
H 1.2603 1.4775 -0.5924
C 0.0229 4.3123 -2.4465
O 1.2225 4.0643 -3.1584
C 0.9828 4.2637 -4.5342
C 2.2532 4.1304 -5.3572
N 3.4282 4.6227 -4.6424
C 3.4620 6.1349 -4.3310
C 3.3195 7.0964 -5.4815
O 1.8869 7.1659 -5.7573
C 1.5255 7.4660 -7.0328
H -0.1640 5.3855 -2.4832
H 0.2390 3.8894 -1.4654
H -0.7609 3.6997 -2.8921
H 0.5477 5.2577 -4.6378
H 0.2009 3.5543 -4.8051
H 2.0716 4.6937 -6.2726
H 2.5535 3.1337 -5.6805
H 3.2427 4.2932 -3.7059
H 4.3348 6.3742 -3.7236
H 2.6108 6.4211 -3.7132
H 3.9087 6.8360 -6.3608
H 3.8613 8.0371 -5.3824
H 0.4666 7.7231 -7.0595
H 1.7592 6.7319 -7.8039
H 1.9568 8.4247 -7.3207
C -5.6928 -2.7994 -3.0096
O -4.8496 -3.9309 -3.0768
C -4.2977 -4.2877 -1.8275
C -3.3939 -3.3602 -1.1161
N -1.9899 -3.1952 -1.6349
C -1.8458 -2.9837 -3.0726
C -0.4760 -2.4250 -3.4271
O 0.5238 -3.3852 -3.3577
C 1.8212 -2.8640 -3.4908
H -6.3884 -2.7868 -3.8487
H -5.1042 -1.8823 -3.0333
H -6.3451 -2.8502 -2.1379
H -3.8715 -5.2852 -1.9348
H -5.1179 -4.3931 -1.1173
H -3.2622 -3.7073 -0.0912
H -3.7418 -2.3684 -0.8276
H -1.5625 -2.3538 -1.2752
H -2.6022 -2.3008 -3.4594
H -1.9771 -3.9637 -3.5315
H -0.3139 -1.6570 -2.6708
H -0.4578 -2.0351 -4.4448
H 1.8530 -2.1942 -4.3501
H 2.6294 -3.5711 -3.6777
H 2.1399 -2.3091 -2.6084
C -3.2177 2.4258 0.4903
O -2.7625 3.1288 1.6388
C -1.6420 4.0328 1.3202
C -0.8226 4.5937 2.5822
N -0.3739 3.5887 3.5588
C 0.6483 4.2315 4.3492
C 0.1937 5.1026 5.5696
O -0.5703 4.6181 6.6910
C -0.0405 3.4291 7.2834
H -3.8843 1.6309 0.8248
H -2.4219 1.9957 -0.1178
H -3.8399 3.0757 -0.1251
H -1.8818 4.8102 0.5947
H -0.8821 3.3832 0.8859
H -1.4853 5.2676 3.1254
H 0.0278 5.0631 2.0877
H -1.1411 3.5104 4.2110
H 1.3790 4.8403 3.8168
H 1.2850 3.4104 4.6786
H -0.2922 5.9922 5.1688
H 1.1396 5.3815 6.0340
H 0.0057 2.6063 6.5700
H -0.6728 3.1775 8.1349
H 0.9784 3.5976 7.6321
C -1.3340 -2.8396 6.4819
O -1.9979 -1.6659 6.8355
C -1.3839 -0.4518 6.3598
C -1.3568 -0.3924 4.8006
N -2.6814 -0.3171 4.3018
C -2.6331 -0.3020 2.8390
C -3.8902 -0.8270 2.1794
O -4.1669 -2.2390 2.5032
C -5.4766 -2.5499 2.1551
H -1.8617 -3.6472 6.9891
H -0.2929 -2.8456 6.8046
H -1.4340 -3.0053 5.4092
H -0.3443 -0.3558 6.6729
H -2.0464 0.3806 6.5972
H -0.7887 -1.2793 4.5198
H -0.8572 0.4887 4.3980
H -3.1880 -1.1206 4.6450
H -1.7955 -0.9163 2.5087
H -2.5050 0.7472 2.5726
H -3.7424 -0.7749 1.1007
H -4.6705 -0.1215 2.4645
H -5.4526 -2.7863 1.0913
H -6.2635 -1.8725 2.4868
H -5.6271 -3.5355 2.5955
C -0.1949 -3.9979 2.3725
O 0.6938 -4.8976 1.6424
C 1.2064 -4.3653 0.4603
C 2.1139 -5.4613 -0.2783
N 1.2770 -6.5982 -0.6113
C 1.9682 -7.6502 -1.3838
C 1.2282 -8.9670 -1.6569
O 2.1271 -10.0479 -1.7867
C 2.7101 -10.4468 -0.5717
H 0.3265 -3.0639 2.5821
H -0.4904 -4.5205 3.2823
H -1.1313 -3.7931 1.8535
H 1.7875 -3.4737 0.6956
H 0.3865 -4.0461 -0.1831
H 2.8527 -5.8019 0.4471
H 2.5732 -5.0215 -1.1636
H 1.0515 -6.8658 0.3361
H 2.9711 -7.8091 -0.9875
H 2.2185 -7.2028 -2.3458
H 0.7564 -8.7180 -2.6074
H 0.5516 -9.0992 -0.8126
H 3.3329 -9.6989 -0.0810
H 3.3672 -11.3003 -0.7391
H 1.9453 -10.7517 0.1427

The energy relative to the best compared isomer or geometry (same formula, charge and spin) is 586.1 kJ/mol. The structure (SMILES) is COCCNCCOC.COCCNCCOC.COCCNCCOC.COCCNCCOC.COCCNCCOC.NC(N)=O.NC(N)=O.NC(N)=O.NC(N)=O.NC(N)=O. The HOMO energy comes out at -0.298 hartree. For the LUMO energy, the calculation gives 0.0092 Eh. For the molar mass, the calculation gives 966.2 g/mol.

---

# 2
The following is a DFT calculation (ωB97M-V/def2-TZVPD) of a cluster of 12 separate species, C35H98N18O12 in total.

Cartesian coordinates (Å):
C 5.6915 -0.5384 -2.3934
C 4.5646 -1.5045 -2.8624
C 3.1240 -1.0228 -2.5873
C 2.5087 -0.0559 -3.5659
C 2.6447 -0.6028 -5.0346
C 4.0052 -1.1672 -5.3841
N 4.6392 -1.9562 -4.2728
O 5.8611 -2.5422 -4.6673
C 3.8650 -2.1315 -6.5456
C 4.8884 0.0666 -5.6857
C 4.6873 -2.7767 -2.0167
H 5.6285 0.3630 -3.0034
H 6.6597 -1.0354 -2.3859
H 5.4851 -0.2195 -1.3686
H 2.4786 -1.8958 -2.7298
H 2.9470 -0.7492 -1.5452
H 2.9242 0.9526 -3.5640
H 1.4605 -0.0190 -3.2664
H 2.3458 0.2320 -5.6731
H 1.8111 -1.2676 -5.2793
H 4.7476 -2.3423 -7.1450
H 3.2188 -2.9698 -6.2928
H 3.2314 -1.5949 -7.2654
H 4.9251 0.7730 -4.8596
H 5.8984 -0.1702 -6.0326
H 4.4835 0.5877 -6.5573
H 3.8463 -3.4478 -2.1848
H 4.7603 -2.5410 -0.9527
H 5.6040 -3.3236 -2.2460
H 6.4300 -1.7621 -4.7596
C 0.2126 -3.7303 0.5402
C 1.1246 -3.7508 1.7629
C 2.5904 -3.9183 1.4165
O 3.3758 -4.1698 2.5504
C 4.6950 -4.5213 2.2488
N 0.9499 -2.4748 2.4748
H 0.2072 -4.7168 0.0760
H 0.5003 -3.0373 -0.2531
H -0.7744 -3.4315 0.8917
H 0.8391 -4.6014 2.3916
H 2.9394 -3.0878 0.7963
H 2.6389 -4.8275 0.8009
H 5.2367 -4.6175 3.1913
H 5.2350 -3.6943 1.7751
H 4.7978 -5.4510 1.6846
H 1.4685 -2.4839 3.3479
H -0.0150 -2.4012 2.7823
C -5.1298 -4.8639 -1.2076
C -5.3991 -3.8593 -0.0533
C -5.9442 -4.7118 1.1103
O -5.1481 -5.8638 1.3581
C -5.8685 -6.7923 2.1427
N -4.1357 -3.1571 0.2959
H -4.6245 -5.7693 -0.8723
H -4.5649 -4.5692 -2.0925
H -6.0847 -5.2468 -1.5798
H -6.1692 -3.1009 -0.1947
H -6.9491 -4.9777 0.7685
H -5.9472 -4.1430 2.0441
H -5.8196 -6.5467 3.2095
H -5.4913 -7.8137 2.0877
H -6.9358 -6.8476 1.9157
H -4.4416 -2.4746 0.9828
H -3.5098 -3.7476 0.8336
C -2.7985 4.1797 -0.3707
C -4.1297 3.4882 -0.3741
C -5.3082 4.4115 -0.7479
O -5.3485 5.4933 0.1846
C -6.3547 6.4300 -0.0717
N -4.0233 2.2644 -1.1865
H -2.7548 5.0978 0.2178
H -2.6188 4.5271 -1.3928
H -2.0121 3.4858 -0.0744
H -4.4621 3.1070 0.5994
H -6.2003 3.7808 -0.7122
H -5.1864 4.8426 -1.7465
H -6.4282 7.1368 0.7539
H -7.3365 5.9573 -0.1778
H -6.1408 6.9945 -0.9854
H -4.2332 2.5074 -2.1521
H -3.0710 1.9193 -1.2396
C 5.3309 3.0736 2.0862
C 4.3139 2.2475 2.9409
C 4.8752 0.8979 3.4609
O 5.4642 0.1156 2.4459
C 4.5260 -0.3784 1.5221
N 4.0145 3.1446 4.0573
H 5.4780 2.5119 1.1601
H 6.2561 3.3329 2.6008
H 4.8970 4.0523 1.8775
H 3.3203 2.1452 2.5028
H 4.1452 0.3236 4.0426
H 5.6428 1.1456 4.1967
H 5.0601 -0.9180 0.7378
H 3.8974 0.3596 1.0155
H 3.9530 -1.1106 2.0998
H 3.2772 3.7917 3.7856
H 4.8085 3.7229 4.3011
C 0.4821 1.5751 3.5617
C -0.0873 2.8869 2.9503
C 0.1684 4.1310 3.8171
O 1.5216 4.4846 3.8742
C 1.7559 5.4944 4.8683
N 0.4858 3.1428 1.6425
H -0.0196 0.7519 3.0423
H 0.1667 1.3044 4.5742
H 1.5632 1.5140 3.4716
H -1.1630 2.7801 2.7956
H -0.2808 3.8762 4.7852
H -0.4393 4.9455 3.4093
H 1.0701 6.3387 4.7837
H 2.7768 5.8421 4.7272
H 1.5953 4.9191 5.7823
H 0.4479 2.2821 1.1007
H 1.4886 3.2455 1.7771
C -2.7496 -1.9836 3.8217
O -3.7015 -2.0764 3.0587
N -1.7632 -2.9074 3.9934
N -2.6731 -1.0102 4.7677
H -1.8536 -3.7602 3.4642
H -1.1050 -2.8705 4.7473
H -3.2785 -0.2101 4.7228
H -1.9040 -1.1038 5.4021
C -1.4972 3.0879 -3.9254
O -1.8539 3.6823 -4.9446
N -0.5023 3.5396 -3.1472
N -1.9865 1.8868 -3.5627
H -0.1796 2.9999 -2.3606
H 0.1207 4.2296 -3.5264
H -1.5382 1.3596 -2.8341
H -2.5202 1.3639 -4.2365
C -0.7079 0.0348 0.0549
O -1.2449 0.7062 -0.8259
N 0.6064 0.1324 0.3449
N -1.3355 -0.8597 0.9077
H 0.9768 -0.4243 1.1023
H 1.2272 0.7555 -0.1830
H -0.6759 -1.5509 1.2117
H -2.3373 -0.9624 0.8450
C 3.1707 2.6700 -1.0067
O 2.4335 1.7378 -0.6630
N 2.9357 3.9517 -0.6093
N 4.1955 2.5318 -1.8621
H 3.2887 4.6782 -1.2095
H 2.3270 4.2740 0.1222
H 4.5992 3.3159 -2.3418
H 4.5174 1.6107 -2.1097
C -6.0787 0.0769 1.0423
O -6.9521 -0.6115 1.5589
N -6.3424 1.0527 0.1646
N -4.7304 -0.0723 1.2454
H -7.3179 1.2116 -0.0191
H -5.6092 1.5298 -0.3567
H -4.3924 -0.6308 2.0169
H -4.1291 0.5761 0.7630
C -3.8523 -1.0413 -2.8468
O -3.7702 -0.1823 -3.7152
N -2.8518 -1.3223 -1.9804
N -4.8872 -1.8626 -2.5724
H -2.9903 -2.0994 -1.3510
H -2.1739 -0.6176 -1.7096
H -5.7910 -1.7978 -3.0040
H -4.7322 -2.5718 -1.8745

The energy relative to the best compared isomer or geometry (same formula, charge and spin) is 16.1 kJ/mol. The structure (SMILES) is CC1(C)CCCC(C)(C)N1O.COC[C@H](C)N.COC[C@H](C)N.COC[C@H](C)N.COC[C@H](C)N.COC[C@H](C)N.NC(N)=O.NC(N)=O.NC(N)=O.NC(N)=O.NC(N)=O.NC(N)=O. The HOMO energy comes out at -0.309 hartree. For the LUMO energy, the calculation gives -0.0036 Eh. For the molar mass, the calculation gives 963.3 g/mol.

---

# 3
The following is a DFT calculation (ωB97M-V/def2-TZVPD) of a cluster of 12 separate species, C36H102N6O18 in total.

Cartesian coordinates (Å):
C 13.4185 17.4578 10.9204
C 12.3865 16.8183 9.9027
C 11.2637 17.8307 9.5350
O 10.2882 17.2473 8.7133
C 9.1196 18.0143 8.5372
N 13.0202 16.3950 8.6886
H 14.2701 16.7920 11.1000
H 13.0672 17.6881 11.9244
H 13.8702 18.3499 10.5075
H 12.0009 15.9482 10.4732
H 11.6926 18.7408 9.0665
H 10.9537 18.2642 10.4472
H 8.4989 18.0316 9.4196
H 8.5450 17.5721 7.7087
H 9.4057 19.0191 8.1635
H 12.3806 16.2100 7.9585
H 13.7301 17.0315 8.3939
C 16.2538 10.0311 10.2816
C 15.7610 11.2564 9.5806
C 15.5863 10.9828 8.0623
O 16.7980 10.9355 7.3381
C 17.4241 12.2529 7.2337
N 14.4218 11.6922 10.0817
H 17.2251 9.8710 9.9424
H 15.6541 9.1693 10.2673
H 16.2557 10.2589 11.3476
H 16.4760 12.1044 9.7111
H 14.9708 11.7775 7.7317
H 15.1551 9.9836 8.0123
H 16.7159 12.8788 6.7465
H 18.3578 12.2655 6.6620
H 17.6851 12.5663 8.2474
H 14.1151 12.5333 9.5854
H 14.5906 12.0066 11.0284
C 17.2269 19.0236 12.1034
C 16.9543 18.9312 13.5800
C 18.1091 18.1951 14.2164
O 17.9883 18.1244 15.6289
C 17.1691 17.0350 15.9446
N 16.7111 20.2527 14.1173
H 16.9921 18.1502 11.4913
H 18.2008 19.4469 11.9195
H 16.4953 19.7148 11.6759
H 16.0224 18.3807 13.8219
H 19.0054 18.7562 14.0225
H 18.3243 17.1819 13.8021
H 17.3814 16.1719 15.3420
H 16.1260 17.2673 15.7200
H 17.2806 16.7099 16.9578
H 16.7073 20.1401 15.0970
H 17.3405 20.9371 13.7201
C 9.2733 11.1149 16.1810
C 10.2250 12.2519 15.7296
C 10.0154 12.6079 14.2743
O 11.1871 13.1982 13.8079
C 11.0869 13.5394 12.4568
N 9.9830 13.3961 16.5379
H 9.2062 11.2024 17.3031
H 9.6968 10.1217 16.1193
H 8.2809 11.1348 15.7460
H 11.2756 11.8368 15.8157
H 9.1612 13.2898 14.0324
H 9.8454 11.6962 13.6770
H 11.0101 12.6437 11.8242
H 12.0281 14.0052 12.0598
H 10.2252 14.2078 12.2696
H 10.5858 14.1493 16.3110
H 10.2959 13.2265 17.4610
C 17.5339 14.6194 11.0233
C 18.6039 13.8053 11.5428
C 19.9861 14.2846 11.0630
O 20.0910 14.4060 9.7013
C 21.4134 14.2430 9.2938
N 18.5204 13.6349 13.0317
H 17.7010 14.7390 9.9588
H 17.4974 15.5580 11.5341
H 16.6301 14.0839 11.0634
H 18.6036 12.7510 11.1191
H 20.7888 13.6151 11.4290
H 20.1593 15.2741 11.5626
H 21.9888 15.1069 9.5243
H 21.3930 13.9744 8.2429
H 21.7948 13.3910 9.8237
H 17.6695 13.1200 13.2329
H 18.5453 14.5538 13.4413
C 14.9423 13.6253 21.5352
C 15.3907 13.4660 20.1177
C 15.8600 12.0249 19.9418
O 16.2585 11.8406 18.5937
C 17.1647 10.7718 18.4402
N 14.4400 13.8379 19.0735
H 14.0777 12.9771 21.6465
H 14.6837 14.6591 21.8147
H 15.6471 13.2672 22.2852
H 16.2203 14.0734 19.8490
H 15.0953 11.3094 20.2403
H 16.7592 11.8086 20.5600
H 16.7925 9.8830 18.9517
H 18.1141 11.0515 18.9682
H 17.3362 10.5760 17.3672
H 14.1787 13.0397 18.5350
H 14.8998 14.5004 18.4895
C 10.2793 16.5360 18.5125
C 11.5808 15.7802 18.3422
O 11.5081 14.4294 18.8501
O 9.1362 15.9501 17.7972
H 10.2703 17.5645 18.0752
H 10.0157 16.7126 19.6046
H 12.3462 16.3127 18.9775
H 11.9882 15.7489 17.2791
H 12.3984 14.1141 18.9630
H 8.9471 15.0448 18.1028
C 13.6746 10.4900 16.6857
C 13.4218 9.0328 16.8611
O 12.0789 8.9507 17.2534
O 13.3051 11.2262 17.7969
H 13.1092 10.8737 15.8072
H 14.7236 10.6665 16.4595
H 14.0796 8.5751 17.6494
H 13.6060 8.4825 15.9066
H 11.9203 8.0135 17.3470
H 12.4718 10.8250 18.1291
C 10.0534 17.1852 14.5340
C 11.3839 16.9030 13.9092
O 12.2054 15.9562 14.6533
O 9.3625 15.9718 14.6462
H 9.4668 17.8769 13.9190
H 10.1535 17.5481 15.5288
H 11.9887 17.8562 13.8463
H 11.2144 16.5111 12.9433
H 11.8799 15.0803 14.4595
H 9.0030 15.8077 15.5802
C 17.4948 9.5637 14.1176
C 17.0484 8.1415 13.9953
O 16.0955 7.9935 12.8580
O 16.4179 10.3199 14.7206
H 17.8797 9.9041 13.1686
H 18.3797 9.5620 14.7881
H 16.6827 7.8073 14.9372
H 17.9590 7.6009 13.7441
H 15.2702 7.6021 13.1856
H 16.5531 11.2799 14.5787
C 12.7674 10.2560 12.6360
C 12.1923 8.8493 12.7789
O 13.2381 7.8545 12.5656
O 13.8697 10.4498 13.4582
H 11.9464 10.9213 13.0301
H 13.0304 10.4135 11.6245
H 11.4062 8.6421 12.0496
H 11.7410 8.6149 13.7225
H 13.4299 7.8392 11.6216
H 14.5608 9.8189 13.2492
C 14.7747 14.1098 15.7079
C 15.0111 14.0577 14.1671
O 15.5152 12.7859 13.7524
O 16.0192 13.8628 16.3672
H 14.0326 13.3639 16.0055
H 14.3531 15.0504 15.9334
H 15.7561 14.8173 13.9207
H 14.1031 14.2325 13.5442
H 14.8299 12.1122 13.8350
H 16.0625 13.0490 16.8956

The energy relative to the best compared isomer or geometry (same formula, charge and spin) is 236.7 kJ/mol. The structure (SMILES) is COC[C@H](C)N.COC[C@H](C)N.COC[C@H](C)N.COC[C@H](C)N.COC[C@H](C)N.COC[C@H](C)N.OCCO.OCCO.OCCO.OCCO.OCCO.OCCO. The HOMO energy comes out at -0.330 hartree. For the LUMO energy, the calculation gives 0.0152 Eh. For the molar mass, the calculation gives 907.2 g/mol.